{"formula": "C12H19ClIMnNO2P", "method": "ωB97M-V/def2-TZVPD", "symbols": ["C", "C", "H", "H", "H", "O", "I", "Mn", "P", "C", "C", "H", "H", "H", "C", "H", "H", "H", "H", "H", "H", "C", "O", "Cl", "C", "C", "C", "C", "N", "C", "C", "H", "H", "H", "H", "H", "H", "H"], "positions_angstrom": [[-0.27746, -0.11441, -2.14878], [-1.41233, -0.81556, -1.52363], [-0.28837, -0.18775, -3.24304], [0.69907, -0.47616, -1.81441], [-0.30706, 0.94511, -1.89485], [-2.49494, -1.03402, -2.00739], [-3.34000, -1.31991, 1.28819], [1.82763, 1.11222, 1.74816], [0.06642, -2.41695, -0.28775], [-1.41338, -3.50534, -0.34508], [0.91667, -3.21845, -1.74616], [2.07967, -3.18038, 0.86817], [0.72725, -4.35169, 1.01461], [0.74528, -2.85445, 1.99683], [1.00125, -3.29004, 1.02799], [1.94127, -2.81621, -1.85391], [0.96248, -4.30207, -1.53421], [-1.13777, -4.45698, -0.81257], [-2.19841, -3.03013, -0.93136], [0.35388, -3.04763, -2.67941], [-1.77872, -3.64968, 0.68119], [-2.04742, 0.08727, 0.55470], [-2.06565, 1.12013, 0.00969], [3.26370, 0.19710, 0.30799], [0.24961, 6.62505, 0.21650], [0.39008, 5.13003, 0.17735], [-0.65956, 4.34333, 0.67447], [-0.36701, 3.05318, 1.02603], [0.83592, 2.49126, 0.73239], [1.72921, 3.20146, -0.02819], [1.57627, 4.53635, -0.28182], [-0.70658, 6.94944, -0.21458], [0.25749, 6.98197, 1.25415], [1.06692, 7.12890, -0.30485], [-1.66676, 4.76964, 0.83116], [-1.02634, 2.45575, 1.63161], [2.60486, 2.62356, -0.34642], [2.38144, 5.12162, -0.80379]], "lowdin_spin": [0.00, 0.01, 0.00, 0.00, 0.00, 0.01, 0.00, 2.99, -0.02, 0.00, 0.00, 0.00, 0.00, 0.00, 0.00, 0.00, 0.00, 0.00, 0.00, 0.00, 0.00, 0.00, 0.00, -0.01, 0.00, 0.01, 0.00, 0.01, -0.01, 0.01, 0.00, 0.00, 0.00, 0.00, 0.00, 0.00, 0.00, 0.00], "spin_multiplicity": 4, "homo_lumo_gap_ev": [5.318, 5.146], "lumo_energy_ev": [-13.8, -13.7], "s_squared": 4.2408, "total_charge": 3, "molar_mass_g_mol": 457.6, "e_tot_ev": -79534.6295, "e_homo_ev": [-19.071, -18.894]}

=====

{"formula": "C12H19N2", "method": "ωB97M-V/def2-TZVPD", "symbols": ["C", "C", "C", "C", "C", "C", "C", "C", "C", "C", "C", "C", "N", "N", "H", "H", "H", "H", "H", "H", "H", "H", "H", "H", "H", "H", "H", "H", "H", "H", "H", "H", "H"], "positions_angstrom": [[-1.67439, -1.26846, 0.46183], [-0.52245, -1.88684, 0.24458], [1.50032, 1.79838, -0.88699], [2.58801, 0.07158, 0.33106], [0.28960, 1.72333, 0.00083], [-0.46411, 0.60950, -0.60346], [-1.76834, 0.18839, 0.10818], [0.54498, -1.11200, -0.33083], [3.94785, -0.00014, 0.99340], [-2.14269, 0.82891, 1.42799], [-2.97032, 0.16653, -0.88484], [0.93267, -1.76897, -1.62048], [2.42483, 0.96184, -0.66856], [1.76673, -0.95943, 0.51045], [-2.48103, -1.94962, 0.57684], [-0.13566, -2.92539, 0.50651], [1.53955, 2.27235, -1.91308], [0.58563, 1.53213, 1.03347], [-0.20754, 2.69389, 0.00144], [-0.58488, 0.65982, -1.74218], [4.03170, -0.84636, 1.76334], [4.22594, 1.02373, 1.26217], [4.80089, -0.32026, 0.32118], [-3.20359, 0.49998, 1.66218], [-2.20052, 1.98711, 1.46683], [-1.46192, 0.75748, 2.22155], [-2.74797, -0.58410, -1.67457], [-3.24999, 1.19307, -1.14834], [-3.94380, -0.15541, -0.36050], [-0.03338, -2.21548, -2.15942], [1.53301, -2.60660, -1.54237], [1.34728, -1.04485, -2.34260], [1.92168, -1.48740, 1.36015]], "mulliken_charge": [-1.02, -1.02, -0.25, 0.64, -0.75, -0.63, 1.97, 0.98, -1.23, -1.83, -1.71, -1.54, -0.24, 0.01, 0.42, 0.38, 0.44, 0.42, 0.50, 0.51, 0.34, 0.34, 0.31, 0.40, 0.35, 0.45, 0.42, 0.42, 0.40, 0.35, 0.46, 0.37, 0.35], "homo_lumo_gap_ev": 8.820, "lumo_energy_ev": -4.2, "total_charge": 1, "molar_mass_g_mol": 191.3, "de_lowest_ev": 4.537, "e_tot_ev": -15722.6320, "e_homo_ev": -13.012}

=====

{"formula": "C12H19N2", "method": "ωB97M-V/def2-TZVPD", "symbols": ["C", "C", "C", "C", "C", "C", "C", "C", "C", "C", "C", "C", "N", "N", "H", "H", "H", "H", "H", "H", "H", "H", "H", "H", "H", "H", "H", "H", "H", "H", "H", "H", "H"], "positions_angstrom": [[-2.78966, -1.42631, -0.32249], [-1.47841, -1.64559, 0.00716], [-1.85549, 0.53129, 0.07545], [-2.60117, 2.87162, 0.10386], [0.83009, -0.19176, 2.12537], [-1.67417, 1.93934, 0.31304], [0.79328, -0.07262, 0.83162], [-0.75448, -2.92691, 0.14766], [1.40986, -0.54975, -1.54608], [3.13631, -0.15576, 0.21326], [1.69828, 1.73975, -0.58716], [1.72835, 0.23658, -0.27115], [-0.93370, -0.41891, 0.22302], [-3.00052, -0.07922, -0.28025], [-3.56081, -2.12269, -0.58007], [-2.39609, 3.90343, 0.32614], [-3.58027, 2.65786, -0.28804], [-0.02453, -0.43171, 2.73239], [1.75499, -0.04401, 2.66209], [-0.70928, 2.20735, 0.71204], [-0.21018, -2.95762, 1.08891], [-1.46252, -3.74903, 0.11626], [-0.03632, -3.06274, -0.65985], [1.51236, -1.61826, -1.38128], [0.40591, -0.33511, -1.90242], [2.10891, -0.26381, -2.32749], [3.83898, -0.02310, -0.60541], [3.16719, -1.19672, 0.52338], [3.45811, 0.47203, 1.03877], [0.76461, 2.01726, -1.07272], [2.51162, 1.97732, -1.26698], [1.82664, 2.33412, 0.31424], [-3.87790, 0.38367, -0.46328]], "mulliken_charge": [-0.65, 0.69, 0.72, -1.07, -0.94, -0.23, -0.41, -1.36, -1.68, -1.89, -1.81, 2.63, 0.27, -0.09, 0.46, 0.30, 0.25, 0.36, 0.30, 0.33, 0.29, 0.39, 0.23, 0.27, 0.33, 0.50, 0.44, 0.44, 0.43, 0.43, 0.50, 0.35, 0.20], "homo_lumo_gap_ev": 9.256, "lumo_energy_ev": -3.2, "total_charge": 1, "molar_mass_g_mol": 191.3, "de_lowest_ev": 2.035, "e_tot_ev": -15725.1332, "e_homo_ev": -12.452}

=====

{"formula": "C12H19N3O4", "method": "ωB97M-V/def2-TZVPD", "symbols": ["C", "N", "C", "O", "C", "N", "C", "C", "O", "C", "C", "O", "H", "H", "H", "H", "H", "H", "H", "H", "H", "H", "H", "H", "H", "H", "O", "C", "C", "C", "C", "C", "N", "H", "H", "H", "H", "H"], "positions_angstrom": [[-0.61518, 4.51660, -1.18766], [-0.45288, 3.32529, -2.02026], [-0.56893, 2.04771, -1.64449], [-0.43715, 1.16172, -2.48255], [-0.79397, 1.67271, -0.17201], [-2.01833, 0.87084, -0.02352], [-3.24275, 1.37359, -0.16026], [-4.39206, 0.40172, -0.03240], [-3.45755, 2.56015, -0.37518], [0.43070, 0.90288, 0.34663], [1.70545, 1.74710, 0.37632], [0.20143, 0.47011, 1.66782], [-0.49768, 5.41331, -1.79850], [0.13297, 4.52994, -0.39367], [-1.61465, 4.52592, -0.74494], [-0.30665, 3.45898, -3.00912], [-0.90331, 2.57153, 0.43011], [-1.91667, -0.10754, 0.18704], [-4.29403, -0.15611, 0.89705], [-4.37494, -0.27966, -0.88128], [-5.32797, 0.95908, -0.02890], [0.59929, 0.02752, -0.28104], [2.52230, 1.16774, 0.80678], [1.98644, 2.03658, -0.63605], [1.54471, 2.64160, 0.97868], [0.98719, 0.01622, 1.97955], [0.03684, -5.37566, 0.23586], [1.13131, -4.64297, 0.47873], [1.17090, -3.27097, 0.25797], [2.34674, -2.57651, 0.52782], [3.42420, -3.31114, 1.01867], [3.29397, -4.69163, 1.21078], [2.15535, -5.35091, 0.94227], [0.31668, -6.27221, 0.47591], [0.28932, -2.77599, -0.13145], [2.42761, -1.50829, 0.34908], [4.36783, -2.82770, 1.24603], [4.14351, -5.25158, 1.59017]], "mulliken_charge": [-0.78, -0.07, -0.19, -0.71, 0.47, -0.14, 0.70, -1.22, -0.64, -0.15, -1.59, -0.59, 0.34, 0.24, 0.25, 0.27, 0.73, 0.24, 0.35, 0.30, 0.33, 0.26, 0.49, 0.36, 0.35, 0.40, -0.53, 0.41, -0.30, -0.05, -0.60, -0.32, -0.60, 0.39, 0.39, 0.51, 0.36, 0.36], "homo_lumo_gap_ev": 9.745, "lumo_energy_ev": 0.6, "molar_mass_g_mol": 269.3, "smiles": "CNC(=O)[C@@H](NC(C)=O)[C@@H](C)O.Oc1ccccn1", "de_lowest_ev": 0.000, "e_tot_ev": -25413.4433, "e_homo_ev": -9.193}